[1]
{"formula": "C31H74N6O17", "method": "the ωB97M-V functional and the def2-TZVPD basis", "spin_multiplicity": 2, "charge": 1, "gap_ev": [6.44, 1.54], "fmax_ha_per_bohr": 0.13266, "s_squared": 0.7703, "homo_energy_ev": [-10.04, -10.04], "elements": ["N", "O", "C", "H", "H", "C", "N", "H", "H", "H", "C", "H", "H", "H", "H", "H", "H", "H", "H", "C", "H", "O", "C", "H", "H", "C", "C", "H", "C", "C", "C", "H", "C", "H", "N", "H", "H", "H", "C", "C", "H", "O", "H", "H", "C", "C", "C", "H", "C", "H", "C", "C", "H", "O", "H", "C", "H", "O", "H", "H", "H", "H", "H", "N", "O", "H", "H", "H", "N", "O", "N", "C", "H", "H", "H", "H", "H", "H", "H", "O", "H", "H", "H", "C", "H", "H", "C", "C", "O", "H", "C", "H", "H", "H", "H", "H", "H", "H", "O", "H", "O", "O", "H", "C", "H", "H", "H", "O", "H", "C", "H", "O", "C", "C", "C", "H", "H", "H", "C", "H", "H", "H", "H", "O", "H", "H", "O", "O"], "positions_angstrom": [[4.78074, 1.06252, -4.75774], [7.33249, 0.75817, 0.88263], [5.12268, -0.16035, -4.18442], [-0.22642, 3.22712, 5.53762], [3.21016, -4.41519, -3.00884], [-5.41410, -1.53599, 5.13731], [-5.81967, 2.24695, 1.42335], [0.62237, -1.98440, -5.18752], [3.26972, -2.74468, -2.41455], [-3.41831, -3.54973, -3.43762], [3.38558, -0.86973, 2.68379], [3.97396, -0.17791, 3.28652], [-6.73627, 3.08967, 3.09921], [1.28979, -5.45014, 3.38575], [0.14082, -4.61471, 4.45510], [-3.93540, -0.40893, -2.14559], [-0.78160, 6.11255, -2.04941], [5.61161, 1.70291, 0.35118], [2.15048, 4.79834, -4.33041], [-0.01436, 2.77462, 4.56892], [-6.39501, -1.51235, 4.66258], [1.23820, 1.90603, 0.81449], [4.79579, -2.79156, 3.31707], [2.87960, -0.24978, 1.94370], [-2.38779, -3.02065, -0.27003], [-4.81270, 1.23908, 0.91203], [2.42966, 5.68981, -2.64318], [2.52270, 4.88687, -1.91193], [-3.83018, -0.04270, 4.58476], [3.14240, -3.36706, -3.30028], [0.84192, -4.48698, 3.63033], [-4.08376, -1.41032, -3.70435], [3.80481, 1.85268, -4.21293], [-0.62895, 1.15679, -1.32194], [-3.50021, -2.31320, -1.76895], [-5.12352, 0.24497, 1.23336], [4.66735, -0.26055, -3.19917], [3.47021, 5.93558, -2.85520], [-6.64941, 2.93511, 0.54764], [0.22047, 0.67539, -0.83732], [0.02339, -0.38469, -0.99698], [-4.39554, -1.17418, 4.18549], [6.74478, 2.76220, 0.96066], [3.93161, -3.33277, -4.05133], [-4.28251, -1.31806, -2.63661], [-5.93000, 2.39197, 2.87284], [5.69085, 1.52936, -5.87955], [6.55056, 1.96023, -5.36638], [-2.69141, -2.03640, -0.65896], [-1.08703, 2.90757, 0.60543], [0.16765, 1.10375, 0.60891], [0.35159, -4.30030, 1.27541], [-6.38609, 0.14253, 5.99161], [-7.34284, 3.89418, 0.78718], [-0.31364, -1.95520, 3.22941], [-5.27799, -2.84087, 5.93969], [8.22485, 1.10926, 0.92764], [1.48332, 1.12543, -1.18002], [1.07911, -5.12638, 1.29827], [-5.32777, -1.50714, -2.39210], [-2.56847, -4.32160, -2.12677], [5.64784, -1.19516, 1.08939], [-4.56626, 1.00283, -0.12313], [1.85409, -2.96860, -3.79138], [1.60091, 5.36887, -3.78812], [-5.04232, -0.51550, 7.10750], [5.55649, -3.40089, 2.80496], [-6.15432, -3.12788, 6.52087], [0.13216, -3.88795, 2.58031], [-2.50446, -1.05279, -0.01507], [4.17078, -2.04646, 2.34012], [-1.05414, 1.90979, 1.04297], [6.20365, -0.26612, -4.09276], [0.32005, 4.23038, -2.44014], [4.11680, -1.44372, 0.27616], [5.18340, 2.37168, -6.34978], [-1.99358, 5.12558, -1.18389], [0.63591, -2.35721, -2.13595], [0.21441, 0.23912, 1.27097], [-1.18625, 0.18031, -5.46088], [7.03335, 1.94838, -0.69181], [-4.46523, -2.86456, 6.66561], [-0.22185, -3.23279, -3.43671], [-0.84669, -2.86986, 2.96989], [-4.92686, 2.73278, 3.12906], [2.00366, 6.50892, -2.06379], [4.79366, -1.86843, 1.01749], [2.06107, 1.89737, -0.23410], [2.64307, -1.97489, -5.62813], [-0.71833, 3.17960, 3.84193], [6.68890, 1.86844, 0.33923], [2.63128, -1.14169, 3.42216], [-6.19462, 1.42420, 3.29887], [-2.61194, 1.34736, -4.44615], [-1.47566, -3.37396, 3.70364], [-1.61904, 0.60337, -6.20606], [1.51831, -3.77953, 4.11004], [-1.48802, -2.50123, 2.16932], [-0.30016, -4.01122, 0.24482], [-5.31208, -3.76829, 5.36799], [-0.41341, 4.13252, -1.82853], [-2.76811, 0.38701, 4.09359], [3.06621, 1.33933, -3.57800], [0.71670, -3.13988, -2.89028], [-1.74140, 5.13541, -3.03567], [6.08614, 0.69677, -6.46148], [-6.58225, 2.43749, -0.43219], [-0.04323, 1.38706, 4.53840], [0.60093, -4.12993, -2.44927], [-1.31228, 5.16059, -2.03401], [0.95221, 3.19223, 4.28705], [3.12570, 2.47264, -0.29737], [-3.40268, -3.65754, -2.35308], [1.63954, -2.32244, -4.93593], [-5.39798, -0.30494, 6.09891], [-1.53608, 0.32857, -3.41530], [-3.85947, 1.28713, 1.43847], [5.17933, -2.85047, 0.74371], [-1.61453, 0.92495, -4.32429], [-0.95778, 1.16551, 4.34840], [-4.34180, -4.20998, -2.32226], [-0.94004, 1.71922, -4.00445], [4.87443, -0.95556, -4.88736], [-4.44928, 0.54822, 5.49673], [-1.93594, 1.40658, 0.64634], [-1.05924, 1.86996, 2.13223], [3.61172, 3.05156, -4.56119], [4.38490, -2.92003, 4.45186]], "forces_ev_per_angstrom": [[-0.4, 2.4, -1.0], [0.8, -0.2, 0.7], [0.6, -1.8, 0.1], [-0.3, -0.3, 0.3], [-0.7, -0.1, 0.3], [-0.9, -0.1, 1.8], [1.6, -1.6, 0.3], [0.1, -0.4, 0.2], [0.9, -0.1, 0.0], [0.8, 0.4, -0.3], [-0.5, 0.1, 2.6], [0.4, 0.2, -0.2], [0.3, 0.2, 0.0], [0.1, 0.3, -0.1], [-0.3, -0.7, 0.0], [-0.4, 0.6, -0.8], [-0.1, 0.4, 0.4], [-0.1, -0.4, -0.4], [0.2, -0.5, -0.3], [0.2, 1.5, -0.3], [0.3, -0.3, -0.5], [2.6, 1.5, 0.8], [-1.7, -0.3, -1.2], [0.4, -0.8, -0.7], [0.7, 0.1, -0.2], [-0.4, -0.5, 1.0], [0.0, -0.1, 0.5], [-0.3, -0.5, -0.2], [5.6, -0.1, -3.9], [0.4, -0.2, 0.2], [0.3, 0.1, 2.1], [0.3, 0.1, 0.3], [0.2, 2.0, -2.4], [0.5, 0.6, -0.8], [0.8, 0.4, -0.7], [-0.6, -0.2, 0.5], [-0.1, -0.3, -0.2], [-0.1, 0.2, -0.6], [-0.8, 0.4, -2.0], [-1.7, 0.2, 0.9], [0.8, -0.1, 0.1], [-0.3, -1.3, 0.2], [0.7, 0.3, -0.2], [-0.2, 1.0, 0.0], [1.2, -1.1, 2.9], [-0.2, 0.3, -1.0], [-0.7, 0.7, 2.5], [0.3, 0.1, -0.1], [-2.0, -3.6, -1.4], [0.4, 0.1, 0.2], [-3.0, -1.1, 1.2], [-2.1, -0.1, 0.1], [0.2, 0.3, 0.9], [0.8, -1.0, 0.7], [-0.1, -0.1, 1.0], [0.0, -0.8, -0.4], [0.5, -0.8, 0.4], [1.8, 0.1, -2.2], [0.2, 0.3, -0.4], [-0.1, 0.2, -0.4], [0.0, 0.5, 0.6], [0.1, 0.2, -0.1], [-0.7, 1.4, -0.5], [-2.4, -1.2, 0.6], [0.6, 0.4, 1.3], [-0.5, 0.0, 0.0], [0.4, -0.2, 0.6], [-0.5, 1.2, 0.3], [-0.8, 0.5, -3.8], [-0.1, 2.8, 0.3], [-0.3, 1.6, -1.2], [-0.4, -0.8, -0.4], [0.2, 0.3, 0.4], [0.3, 0.2, -0.4], [-0.2, -0.4, 0.2], [0.1, -0.5, -0.6], [-0.4, 0.2, -0.4], [0.1, -0.1, 0.1], [0.2, -0.2, 0.1], [-0.4, 0.4, 0.5], [-0.2, 0.8, -0.1], [0.3, 0.1, -0.4], [0.0, 1.0, -0.6], [0.3, -0.2, -0.9], [0.0, 0.0, 0.8], [-0.3, 0.2, -0.5], [1.0, -0.7, 0.9], [1.1, 0.7, 0.0], [-2.7, -0.7, 0.8], [-0.2, 0.3, 0.0], [-1.8, 0.2, -0.5], [-0.3, -0.3, -0.1], [0.4, -0.1, 0.1], [-0.1, -0.1, 0.1], [0.0, 0.8, 0.5], [0.2, -0.1, -0.3], [0.8, -0.1, -0.4], [0.1, -0.7, -0.5], [1.4, 0.1, 2.2], [0.9, 0.2, -0.7], [0.6, -1.5, 0.4], [-2.8, -0.9, 0.5], [0.6, -0.1, 0.3], [-0.7, -0.8, -0.4], [-0.8, -0.3, 0.1], [-0.8, 0.1, -0.2], [-0.2, 0.4, -0.1], [0.1, -0.6, 0.0], [1.2, 0.0, 0.6], [0.4, 1.1, -0.3], [0.2, -0.5, -0.1], [-1.9, -1.2, -0.2], [-1.1, 0.0, -1.5], [4.1, 1.8, -1.9], [-0.8, -0.8, -0.6], [-0.6, -0.7, -0.2], [0.0, 0.7, 0.4], [-0.1, 0.1, -0.6], [0.6, 0.1, 0.7], [-0.1, -0.5, 0.2], [-0.2, -0.2, 1.1], [0.2, 0.5, -0.8], [-0.5, -0.4, 0.4], [-1.6, 2.4, 2.8], [-0.1, -0.3, 0.2], [-0.3, 0.5, -0.1], [0.4, -2.3, 0.8], [0.7, 0.3, -0.2]]}

***

[2]
{"formula": "C31H74O12P3S", "method": "the ωB97M-V functional and the def2-TZVPD basis", "charge": 1, "gap_ev": 8.17, "fmax_ha_per_bohr": 0.07699, "homo_energy_ev": -11.80, "elements": ["H", "C", "H", "H", "O", "H", "H", "S", "C", "P", "H", "H", "C", "H", "H", "H", "C", "H", "H", "C", "H", "H", "H", "H", "C", "C", "H", "H", "P", "C", "H", "O", "H", "C", "H", "C", "H", "H", "C", "O", "H", "C", "H", "H", "O", "C", "H", "C", "H", "H", "H", "O", "C", "H", "C", "H", "C", "H", "C", "H", "O", "P", "C", "H", "O", "O", "H", "H", "O", "H", "H", "H", "O", "H", "H", "H", "C", "H", "C", "H", "H", "C", "C", "H", "H", "H", "H", "H", "O", "H", "C", "H", "H", "H", "H", "H", "O", "C", "H", "H", "H", "H", "H", "H", "H", "H", "H", "H", "C", "C", "H", "C", "H", "C", "C", "H", "H", "H", "H", "C", "H"], "positions_angstrom": [[-2.22947, 3.96350, 2.65302], [0.24107, 6.06739, -4.31208], [-0.21572, -5.90892, 2.30979], [-0.98065, 3.88817, -8.19893], [-0.38808, 2.60703, -5.12667], [0.33545, 1.14824, 2.86716], [3.74425, -0.02287, 0.30861], [-0.38925, -5.87636, 0.97685], [1.60274, 0.05358, 1.54002], [-0.66168, 3.60591, -3.93846], [3.29781, -5.50032, -4.16173], [-3.10241, -2.34613, 0.90271], [-1.09544, 2.76036, -6.38019], [4.86273, -4.11659, 1.30994], [-0.01336, -1.31785, 3.28621], [4.30491, -3.23627, 3.59621], [-2.46583, 3.94975, 3.71861], [-1.24960, -0.22941, -2.08049], [-2.42418, 1.56103, 8.63670], [-2.49557, -6.05795, -3.30785], [2.32140, -3.02202, 0.60824], [-0.90790, -2.44359, -7.23773], [3.92079, -4.35262, -2.95380], [-0.32008, -2.36648, 1.17615], [3.60205, -3.24778, 2.76435], [4.31873, -3.17386, 1.41484], [1.20097, -1.52727, 0.05437], [-2.75990, -4.79260, -6.61063], [-0.12880, -4.13698, -4.50291], [2.38996, -3.60193, -4.28216], [3.15535, -3.20960, -4.94954], [-0.90699, -4.67818, -5.78713], [-1.77106, 2.23882, -1.79634], [3.65975, -1.92118, -0.76731], [1.58150, 6.71688, -2.75915], [3.34570, -3.05908, 0.21943], [0.51733, 3.89632, -7.24451], [-0.94968, 1.82308, -6.91339], [-1.60842, -4.55012, 0.71831], [-0.00987, 2.86339, -2.69585], [-1.08868, -3.82342, 0.09198], [-0.57057, 3.92569, -7.18964], [-2.33448, -6.85158, -4.03559], [0.89705, 6.43526, -5.10290], [0.51160, 4.66793, -4.18465], [0.52394, 6.79196, -3.01478], [-2.54603, -3.40974, -5.54172], [-2.06102, -4.00903, -6.31349], [-2.55952, -2.60244, -7.86355], [3.39810, -2.22426, -1.78319], [-0.04798, 6.35202, -2.19727], [-1.86136, 4.89114, 5.86450], [-1.15419, 2.78075, 9.86968], [0.21418, 0.21791, -2.98030], [-0.59199, -0.75006, 2.55233], [-2.97802, -4.42227, 2.36088], [-1.18597, -5.66710, -2.65731], [-0.85825, 4.88012, -6.74720], [-0.75892, 1.87052, -1.98448], [-1.25484, -1.00139, 0.54352], [-0.53295, 5.23111, 7.88048], [-0.86678, 4.09541, 6.84323], [3.02469, -4.71133, -3.46101], [-1.31234, -3.77588, -8.31601], [-1.96023, 3.23178, 7.59315], [-1.91838, 4.29871, -3.65181], [-0.23394, 3.36041, 9.79546], [5.06497, -2.37878, 1.41370], [-0.13937, -5.45152, -3.61403], [-0.26308, 1.76918, -1.01925], [2.93500, -4.11247, 2.81476], [-0.99076, 1.97330, 10.58379], [0.09665, 3.32646, 6.04978], [1.01162, 0.11799, -0.47148], [-1.31156, -4.76400, -2.04667], [-2.90104, -1.97105, 2.60792], [-2.40596, -2.41199, 1.74307], [2.35930, -5.13341, -2.70633], [-1.62052, 4.96092, 4.45995], [-0.38722, 0.95951, 1.26851], [-0.82871, -6.46673, -2.00579], [-1.69056, -3.15442, -7.50425], [3.09973, -0.52748, -0.41404], [-3.20113, -6.40582, -2.55142], [-1.47654, -0.37442, 3.07758], [-2.28943, 2.94444, 4.10490], [0.79598, 6.54695, 8.67046], [-1.32611, -3.93302, 2.79772], [1.32846, -4.09913, -5.11959], [-1.36924, 0.60842, -3.62954], [-0.79212, 0.53781, -2.70803], [4.75117, -1.83082, -0.78206], [-0.56254, 4.81205, 4.24007], [-3.52738, 4.16682, 3.84175], [-1.88021, 5.97426, 4.14883], [-2.42158, -4.96313, 0.12453], [-0.60438, -2.78895, -4.17012], [-2.09093, -3.88730, 2.01800], [2.05242, -0.61114, 2.28329], [3.41641, -3.99282, -0.35103], [3.14855, 0.09293, -1.31171], [0.49733, 6.59366, 5.62266], [1.51331, 5.41282, 7.53274], [-0.78748, 6.23484, -4.63325], [2.22085, 0.95514, 1.52966], [2.01152, -2.76541, -3.68938], [-1.92966, 3.44377, 10.25264], [-2.94956, -5.21398, -3.82753], [-1.55891, 2.21237, 8.52477], [-1.11144, -1.64821, 1.41029], [0.25985, 7.84661, -3.09945], [1.65140, -0.54054, 0.12173], [1.29423, 7.79144, 6.64120], [0.20425, 0.45176, 2.03528], [0.64748, 6.05240, 7.71310], [0.76604, -5.37727, 0.49544], [-2.16393, 2.86785, -6.18458], [-0.46957, 7.59369, 6.70594], [-0.75023, 1.61972, 8.08977], [0.47956, 7.06817, 6.60473], [2.97336, -2.36119, 2.88601]], "forces_ev_per_angstrom": [[0.0, 0.0, 0.0], [0.0, 0.3, 0.0], [0.4, 0.5, 0.0], [0.0, 0.0, 0.0], [-1.1, -0.4, -0.1], [-0.1, 0.1, -0.1], [0.0, -0.2, 0.1], [-0.7, -1.1, -0.8], [-0.5, 0.2, -0.2], [2.3, 1.9, 0.9], [0.1, -0.1, 0.2], [-0.1, 0.0, 0.1], [-0.1, 0.0, -0.2], [0.3, 0.2, -0.1], [0.0, 0.0, 0.0], [-0.1, -0.3, 0.0], [-0.1, -0.1, 0.0], [0.0, 0.0, 0.0], [-0.1, 0.1, -0.1], [0.0, 0.1, -0.1], [0.0, 0.2, -0.1], [-0.1, 0.0, 0.1], [0.0, 0.0, -0.1], [0.0, 0.1, -0.3], [-0.1, 0.8, -0.2], [-0.3, -0.6, 0.2], [0.0, 0.0, 0.0], [0.1, -0.1, 0.0], [-0.2, 0.4, -3.9], [0.4, 0.1, 0.1], [-0.2, 0.1, -0.2], [-0.1, -0.2, 0.4], [0.0, 0.1, 0.0], [0.4, 0.1, 0.4], [0.0, 0.0, 0.0], [0.4, -0.3, -0.1], [0.0, -0.1, -0.1], [0.1, 0.0, 0.1], [0.1, 0.8, 0.1], [-0.3, -0.5, -0.2], [0.0, -0.1, 0.0], [0.1, 0.1, 0.1], [0.0, -0.1, 0.1], [0.0, -0.1, 0.0], [-0.2, -0.2, -0.2], [0.1, -0.1, 0.1], [0.1, 0.0, 0.1], [-0.3, 0.2, -0.3], [0.0, 0.0, 0.0], [-0.3, 0.1, 0.1], [-0.1, 0.0, 0.0], [0.3, 0.1, 0.2], [0.0, 0.2, -0.1], [0.0, 0.0, 0.1], [-0.7, 0.3, -0.2], [0.1, 0.0, 0.2], [-0.1, 0.1, 0.1], [0.0, 0.0, 0.0], [-0.2, -0.2, 0.1], [0.0, -0.2, -0.1], [1.0, -0.4, 0.3], [-2.6, 0.3, -1.8], [-0.1, 0.0, -0.1], [0.0, 0.0, 0.0], [0.4, -0.1, 0.4], [-0.8, -0.9, -0.7], [0.0, 0.0, 0.0], [-0.1, 0.1, 0.0], [0.2, 0.6, 1.2], [0.1, 0.1, 0.0], [0.2, -0.1, 0.1], [0.0, 0.0, 0.0], [1.0, 0.2, 0.8], [0.1, -0.1, -0.2], [0.0, 0.0, -0.2], [0.0, -0.1, 0.0], [0.4, -0.1, -0.4], [-0.1, 0.0, -0.1], [0.0, 0.0, -0.3], [0.1, 0.1, -0.1], [0.1, -0.1, -0.1], [0.2, 0.0, 0.0], [-0.4, -0.4, -0.3], [0.0, 0.0, 0.0], [0.1, 0.0, 0.1], [0.1, 0.0, 0.0], [-0.1, 0.0, 0.0], [0.0, -0.1, 0.0], [0.3, -0.4, 0.8], [0.0, -0.1, 0.0], [0.0, 0.1, -0.1], [0.0, -0.1, -0.2], [0.0, -0.1, 0.1], [0.0, 0.0, 0.0], [0.0, 0.0, 0.1], [0.1, -0.3, 0.1], [-0.2, -0.5, 1.9], [-0.3, 0.0, 0.0], [0.1, 0.0, -0.1], [-0.1, 0.0, 0.0], [0.0, 0.0, 0.0], [0.0, 0.0, 0.0], [-0.1, -0.1, 0.0], [0.0, -0.1, 0.1], [0.0, 0.0, 0.0], [0.0, -0.1, 0.1], [0.0, -0.1, 0.0], [0.0, 0.0, 0.0], [0.1, -0.2, 0.2], [0.1, 0.3, 0.5], [0.0, 0.0, 0.0], [0.2, 0.9, 0.2], [0.0, 0.0, 0.0], [0.4, -0.6, 0.6], [0.2, 0.1, 0.0], [0.1, 0.3, 0.6], [0.0, 0.0, 0.1], [0.0, 0.0, 0.1], [0.0, 0.0, -0.1], [-0.1, -0.1, -0.1], [0.0, -0.1, 0.1]]}